# 1
Here is a structure of composition C54H52NO5P2RbSi from the OMol25 dataset. Energies are from the ωB97M-V functional and the def2-TZVPD basis.

Calculated values
Maximum force = 0.0387 hartree/bohr
Highest occupied orbital energy = -1.14 eV
Charge = -2
HOMO-LUMO gap = 4.66 eV

CARTESIAN COORDINATES (ANGSTROEM)
Rb1 1.40830 -1.61844 -0.16833
C1 3.00493 2.52526 1.19458
Si1 1.30022 1.59894 1.00455
C2 0.46825 2.67914 -0.40273
C3 1.21969 3.52877 -1.22605
C4 0.69926 4.10508 -2.37953
C5 -0.61647 3.86346 -2.74789
C6 -1.40841 3.06808 -1.93043
C7 -0.88657 2.50047 -0.77287
P1 -1.90599 1.51802 0.38348
C8 -3.08765 0.55381 -0.65843
C9 -2.69268 -0.75384 -0.95052
C10 -3.51353 -1.60364 -1.67790
C11 -4.74834 -1.15849 -2.12789
C12 -5.15377 0.14122 -1.84788
C13 -4.33175 0.98949 -1.11551
C14 -3.05949 2.79359 1.07263
C15 -2.97237 4.16422 0.83530
C16 -3.83954 5.05611 1.45928
C17 -4.80646 4.59800 2.34104
C18 -4.90099 3.23432 2.59573
C19 -4.03457 2.34983 1.97245
C20 0.49218 2.36605 2.59559
C21 -0.01143 3.65837 2.74050
C22 -0.61422 4.07776 3.92201
C23 -0.71613 3.20368 4.99426
C24 -0.19343 1.91780 4.89466
C25 0.40825 1.49629 3.70921
P2 1.24983 -0.13442 3.47710
C26 1.22931 -0.69827 5.27209
C27 2.27466 -0.22510 6.07195
C28 2.38441 -0.57232 7.41065
C29 1.45138 -1.42880 7.98242
C30 0.41701 -1.92315 7.20085
C31 0.30635 -1.56184 5.86090
C32 -0.08492 -1.25145 2.87228
C33 -1.43405 -0.91059 2.86728
C34 -2.39154 -1.83835 2.47813
C35 -2.00831 -3.12545 2.11895
C36 -0.66869 -3.49431 2.16749
C37 0.28961 -2.55341 2.52872
H1 2.89448 3.60703 1.35332
H2 3.66288 2.37162 0.32662
H3 3.52110 2.10871 2.06692
H4 2.25655 3.72852 -0.96352
H5 1.32552 4.73578 -3.00399
H6 -1.02003 4.28462 -3.66174
H7 -2.44016 2.87650 -2.20732
H8 -1.72486 -1.10772 -0.61667
H9 -3.17537 -2.61008 -1.89618
H10 -5.39126 -1.81757 -2.70018
H11 -6.11418 0.49935 -2.20236
H12 -4.66897 1.99559 -0.89629
H13 -2.21980 4.53772 0.15332
H14 -3.75129 6.11785 1.25738
H15 -5.47337 5.29486 2.83562
H16 -5.64623 2.86109 3.28892
H17 -4.12085 1.28600 2.17536
H18 0.06099 4.34766 1.90208
H19 -1.02235 5.08037 4.00186
H20 -1.20608 3.51856 5.90957
H21 -0.26147 1.25082 5.74571
H22 3.01208 0.43445 5.62369
H23 3.20372 -0.18700 8.00746
H24 1.53392 -1.71234 9.02539
H25 -0.31252 -2.59817 7.63424
H26 -0.51172 -1.95934 5.27244
H27 -1.73105 0.08008 3.19042
H28 -3.43813 -1.55451 2.44685
H29 -2.75756 -3.84694 1.81102
H30 -0.34457 -4.49912 1.91850
H31 1.33415 -2.85135 2.56328
O1 1.03319 -5.71612 0.83338
C38 1.57060 -4.85325 0.09733
O2 2.29850 -3.89045 0.43394
C39 1.20145 -5.00026 -1.40608
C40 -0.25709 -4.52158 -1.56035
C41 -0.79342 -4.85012 -2.97097
C42 -0.13817 -3.72095 -3.81574
C43 0.77174 -3.07394 -2.76591
O3 -0.09653 -3.09677 -1.61572
C44 1.91418 -4.05751 -2.42135
C45 3.26574 -3.40390 -2.01097
O4 4.27976 -4.11039 -2.12160
O5 3.25766 -2.14691 -1.78212
H32 1.30367 -6.05373 -1.65841
H33 -0.90034 -4.81229 -0.73462
H34 -1.88375 -4.80001 -3.00339
H35 -0.48907 -5.85188 -3.28087
H36 -0.87768 -2.99049 -4.15107
H37 0.41149 -4.08341 -4.68586
H38 1.07306 -2.05415 -2.98578
H39 2.17876 -4.63330 -3.30894
C46 4.18930 -0.80286 -4.18934
N1 4.06170 0.55262 -3.56920
C47 5.16974 0.78615 -2.61498
C48 2.73850 0.76411 -2.86712
C49 1.52694 0.66721 -3.76645
C50 1.61460 1.02062 -5.11637
C51 0.48709 0.95692 -5.92500
C52 -0.71330 0.57088 -5.33959
C53 -0.76429 0.26682 -3.98030
C54 0.34571 0.27503 -3.10639
H40 5.18208 -0.89183 -4.62983
H41 3.41585 -0.91190 -4.94439
H42 4.02926 -1.53836 -3.39263
H43 4.09132 1.24237 -4.31562
H44 5.07258 0.04759 -1.82034
H45 5.08703 1.78872 -2.20138
H46 6.12452 0.66057 -3.12196
H47 2.79590 1.75148 -2.40293
H48 2.68500 0.02967 -2.07287
H49 2.54845 1.34925 -5.58174
H50 0.54682 1.20073 -6.97941
H51 -1.61387 0.51496 -5.94708
H52 -1.74057 0.01179 -3.57987

# 2
Here is an isolated molecule of C5H9NO from the OMol25 dataset. Energies are from the ωB97M-V functional and the def2-TZVPD basis.

Calculated values
SMILES = C[C@H](C#N)CCO
Maximum force = 0.0209 hartree/bohr
Highest occupied orbital energy = -10.74 eV
ΔE to the lowest compared entry with this formula, charge and spin = 98.7 kJ/mol
HOMO-LUMO gap = 11.52 eV

CARTESIAN COORDINATES (ANGSTROEM)
C1 -2.06948 -0.29886 -0.27522
C2 -0.58852 -0.51708 0.05219
C3 -0.44144 -1.20381 1.34652
N1 -0.32414 -1.70821 2.38134
C4 0.20676 0.80100 0.07674
C5 1.70448 0.58125 -0.03583
O1 1.93287 0.03191 -1.32288
H1 -2.16287 0.10762 -1.28689
H2 -2.52506 0.40943 0.42398
H3 -2.62798 -1.23737 -0.22782
H4 -0.14235 -1.16429 -0.71199
H5 -0.10081 1.40867 -0.78275
H6 -0.02568 1.36200 0.98938
H7 2.05196 -0.09827 0.76010
H8 2.22929 1.54118 0.08518
H9 2.88297 -0.01517 -1.47206

# 3
Here is an isolated molecule of C14H29N2O from the OMol25 dataset. Energies are from the ωB97M-V functional and the def2-TZVPD basis.

Calculated values
Maximum force = 0.0612 hartree/bohr
Highest occupied orbital energy (alpha / beta) = -8.38 / -9.27 eV
HOMO-LUMO gap (alpha / beta) = 9.22 / 9.56 eV
2S+1 = 2

CARTESIAN COORDINATES (ANGSTROEM)
C1 0.19602 -2.76206 0.01408
C2 1.28578 -1.61991 -0.13926
C3 2.58062 -2.34873 -0.63580
C4 1.55593 -1.07980 1.30890
C5 1.18236 0.43081 1.54582
C6 -0.40127 0.45849 1.66656
C7 -1.04062 1.87513 1.65338
C8 -2.27644 2.12446 0.73277
C9 -2.75579 0.94463 -0.15059
C10 -3.43503 -0.22085 0.65719
N1 -3.24745 -1.44885 -0.16945
C11 1.74119 1.23786 0.32802
C12 1.37484 0.66915 -1.09156
C13 2.64065 0.77300 -2.02318
C14 0.31685 1.68302 -1.70978
N2 0.71669 -0.64339 -1.07865
O1 0.54157 -1.12334 -2.25636
H1 -0.75992 -2.35153 0.40788
H2 0.03240 -3.31644 -0.92483
H3 0.59054 -3.44131 0.79850
H4 3.42725 -1.63716 -0.57424
H5 2.44747 -2.68994 -1.68262
H6 2.79669 -3.20158 0.03268
H7 2.64129 -1.19462 1.52898
H8 1.03064 -1.71924 2.05177
H9 1.60103 0.76847 2.51691
H10 -0.77555 -0.27205 0.92848
H11 -0.59972 0.00875 2.66878
H12 -0.26592 2.63731 1.40931
H13 -1.33935 2.12221 2.69707
H14 -2.04932 2.97998 0.05535
H15 -3.14375 2.46580 1.34417
H16 -3.41299 1.27414 -0.98092
H17 -1.86460 0.47010 -0.62410
H18 -2.87175 -0.39518 1.59847
H19 -4.49992 -0.00931 0.88290
H20 -3.97356 -2.12750 0.03154
H21 -3.31220 -1.15046 -1.13884
H22 2.85396 1.17766 0.41053
H23 1.50952 2.31992 0.35014
H24 3.20309 -0.16948 -2.13917
H25 2.28391 1.04216 -3.04018
H26 3.27987 1.58679 -1.63534
H27 -0.46676 1.16412 -2.29203
H28 -0.15207 2.31413 -0.92742
H29 0.81381 2.39463 -2.40585

# 4
Here is a structure of composition C11H21BF4NO9Ti from the OMol25 dataset. Energies are from the ωB97M-V functional and the def2-TZVPD basis.

Calculated values
Maximum force = 0.1020 hartree/bohr
Highest occupied orbital energy (alpha / beta) = -7.56 / -13.89 eV
Charge = +1
HOMO-LUMO gap (alpha / beta) = 5.21 / 6.06 eV
2S+1 = 5

CARTESIAN COORDINATES (ANGSTROEM)
Ti1 0.63006 -0.06278 -0.86101
B1 1.18030 -2.21837 -2.09190
F1 -0.00028 -2.42032 -1.42725
F2 1.64625 -3.33434 -2.72752
F3 1.08004 -1.21427 -3.05415
F4 2.09196 -1.77941 -1.21915
C1 -1.05648 -1.93046 3.40165
O1 -2.00548 -2.23280 2.33215
C2 -1.87850 -1.89306 1.10114
O2 -1.02930 -1.13852 0.70508
O3 -2.87876 -2.46623 0.34049
C3 -3.86984 -3.42675 0.73727
H1 -0.28422 -2.69956 3.38824
H2 -1.55022 -1.92744 4.37342
H3 -0.56782 -0.96223 3.29288
H4 -4.63380 -3.52030 -0.03455
H5 -4.29345 -3.18313 1.71160
H6 -3.28716 -4.33610 0.88448
C4 -2.44830 1.61798 1.14988
O4 -3.06057 1.07093 -0.03264
C5 -2.41205 0.96792 -1.14146
O5 -1.24988 1.27021 -1.48208
O6 -3.32247 0.41495 -1.98847
C6 -2.94949 -0.04999 -3.27703
H7 -2.51186 0.94524 2.00515
H8 -2.90954 2.53512 1.51621
H9 -1.35935 1.66331 1.16518
H10 -2.03616 -0.64478 -3.28976
H11 -2.74622 0.88489 -3.79933
H12 -3.74553 -0.57951 -3.80051
C7 2.35031 3.84167 0.39435
O7 3.24769 3.32162 -0.61816
C8 2.97120 2.39455 -1.48605
O8 1.88536 1.81879 -1.55560
O9 4.06823 2.09106 -2.10922
C9 4.04859 1.07778 -3.12997
H13 2.09491 4.89374 0.26785
H14 2.78653 3.60780 1.36549
H15 1.40079 3.30853 0.34653
H16 5.01731 0.58945 -3.23595
H17 3.75279 1.52021 -4.08120
H18 3.33008 0.27129 -2.98356
C10 2.60629 0.20976 3.60323
C11 1.99031 0.53029 2.31049
N1 1.52319 0.79061 1.32678
H19 3.68910 0.17058 3.48458
H20 2.27366 -0.78755 3.89103
H21 2.42174 0.99964 4.33135